Molecular formula: C3HO3Pr
Method: DFT, ωB97M-V/def2-TZVPD

```
! RIJCOSX wB97M-V def2-TZVPD def2/J DEFGRID3
* xyz 1 4
O 0.49 1.55 -0.67
H -0.36 -2.71 -1.92
C -0.12 -0.18 -0.23
C 0.03 -1.26 -0.78
O 0.40 -2.27 -1.52
C 0.40 2.36 0.35
Pr -1.33 0.50 3.26
O 0.48 2.01 1.51
*
```

Computed properties:
Gap between HOMO and LUMO (spin up / spin down) ... 4.5 / 4.5 eV
Strongest force on any atom ... 5.5 eV/A
Calculated total energy ... -857.08863 hartree
E_LUMO (spin up / spin down) ... -0.2278 / -0.2268 Eh
HOMO (spin up / spin down) ... -10.6801 / -10.6624 eV
Expectation value of S² ... 3.764

Here are the Löwdin charges for atoms 1 to 5, given in e: O -0.02; H 0.13; C -0.02; C -0.28; O 0.07

=====

Molecular formula: C3HO3S
Method: DFT, ωB97M-V/def2-TZVPD

```
! RIJCOSX wB97M-V def2-TZVPD def2/J DEFGRID3
* xyz -1 1
C 0.01 0.71 0.91
O -0.80 0.33 1.70
O -1.33 -1.25 -0.90
S -0.48 1.77 -1.23
C 0.77 0.96 -0.10
O 0.53 -2.19 0.12
C -0.40 -1.65 -0.37
H 1.70 1.32 -0.13
*
```

Computed properties:
Gap between HOMO and LUMO ... 6.0 eV
Energy relative to the best compared isomer or geometry (same formula, charge and spin) ... 0.952 eV
Strongest force on any atom ... 3.6 eV/A
Calculated total energy ... -738.85312 hartree
E_LUMO ... 0.1343 Eh
HOMO ... -2.3449 eV

Here are the Löwdin charges for atoms 1 to 5, given in e: C -0.48; O 0.04; O 0.17; S 0.20; C -0.58

=====

Molecular formula: C3IO2
Method: DFT, ωB97M-V/def2-TZVPD

```
! RIJCOSX wB97M-V def2-TZVPD def2/J DEFGRID3
* xyz -1 1
I -2.64 1.78 0.38
O 2.56 0.97 -0.11
C 0.61 -0.47 -0.14
C -0.53 -1.06 -0.09
O -1.52 -1.63 0.07
C 1.53 0.41 -0.11
*
```

Computed properties:
Gap between HOMO and LUMO ... 6.8 eV
Energy relative to the best compared isomer or geometry (same formula, charge and spin) ... 0.070 eV
Strongest force on any atom ... 1.5 eV/A
Calculated total energy ... -562.54511 hartree
E_LUMO ... 0.1210 Eh
HOMO ... -3.4648 eV

Here are the Löwdin charges for atoms 1 to 5, given in e: I -0.75; O 0.14; C -0.01; C -0.29; O 0.14

=====

Molecular formula: C3IS2
Method: DFT, ωB97M-V/def2-TZVPD

```
! RIJCOSX wB97M-V def2-TZVPD def2/J DEFGRID3
* xyz -1 1
S 0.42 -1.91 -0.91
C -0.35 0.38 1.03
I -1.17 1.07 2.85
C 0.32 -0.28 -1.04
S 1.39 0.63 -1.88
C -0.61 0.11 -0.06
*
```

Computed properties:
Gap between HOMO and LUMO ... 5.5 eV
Energy relative to the best compared isomer or geometry (same formula, charge and spin) ... 1.543 eV
Strongest force on any atom ... 11.4 eV/A
Calculated total energy ... -1208.30029 hartree
E_LUMO ... 0.0832 Eh
HOMO ... -3.1964 eV

Here are the Löwdin charges for atoms 1 to 5, given in e: S 0.45; C -0.62; I 0.69; C -1.54; S 0.42